#A
44
Properties=species:S:1:pos:R:3:lowdin_charge:R:1 method="wB97M-V/def2-TZVPD" molar_mass_g_mol=294.4 lumo_energy_ev=0.621 homo_ev=-8.2807 gap_ha=0.327 smiles="Cc1ccc(NC(=O)CN2CCc3ccccc3C2)cc1C" charge=0
C -3.3080 -0.2116 -5.8916 -0.051
C -2.3344 -0.0624 -4.7629 -0.246
C -2.7600 -0.1645 -3.4467 -0.033
C -1.8877 -0.0322 -2.3823 -0.009
C -0.5435 0.2106 -2.6322 -0.217
C -0.1067 0.3152 -3.9501 0.009
C -0.9808 0.1823 -5.0155 -0.238
C -0.4758 0.3000 -6.4212 -0.046
H 0.5945 0.4894 -6.4344 0.074
H -0.9783 1.1148 -6.9413 0.083
H -0.6723 -0.6166 -6.9763 0.083
H 0.9411 0.5047 -4.1457 0.113
N 0.4114 0.3588 -1.6162 0.120
C 0.2514 0.2901 -0.2647 -0.431
O -0.8003 0.0793 0.2966 0.076
C 1.5824 0.5173 0.4716 -0.112
N 1.5397 0.4601 1.9109 -0.158
C 0.7157 1.4752 2.5420 -0.184
C 1.1795 1.6189 3.9882 -0.122
C 1.1850 0.2868 4.6808 -0.175
C 1.1629 0.2111 6.0680 -0.043
C 1.1866 -1.0104 6.7137 -0.093
C 1.2309 -2.1782 5.9701 -0.093
C 1.2525 -2.1116 4.5903 -0.043
C 1.2325 -0.8863 3.9344 -0.150
C 1.2226 -0.8568 2.4313 -0.136
H 0.2295 -1.1989 2.0910 0.131
H 1.9680 -1.5629 2.0486 0.131
H 1.2845 -3.0213 4.0068 0.112
H 1.2484 -3.1378 6.4657 0.099
H 1.1685 -1.0534 7.7928 0.099
H 1.1257 1.1252 6.6442 0.110
H 2.1971 2.0212 3.9948 0.124
H 0.5371 2.3210 4.5236 0.117
H -0.3517 1.2126 2.5141 0.127
H 0.8509 2.4204 2.0102 0.125
H 1.9640 1.5045 0.1854 0.130
H 2.2988 -0.2368 0.1250 0.130
H 1.3476 0.5389 -1.9533 0.140
H -2.2412 -0.1156 -1.3692 0.098
H -3.8042 -0.3532 -3.2433 0.111
H -3.3300 0.6901 -6.5032 0.081
H -3.0244 -1.0420 -6.5377 0.082
H -4.3097 -0.3959 -5.5122 0.075

---

#B
44
Properties=species:S:1:pos:R:3:lowdin_charge:R:1 method="wB97M-V/def2-TZVPD" molar_mass_g_mol=294.4 lumo_energy_ev=0.840 homo_ev=-7.8099 gap_ha=0.318 smiles=c1ccc(CN2CCC3(CC2)Nc2ccccc2CO3)cc1 charge=0
C 3.9378 1.5511 4.1584 -0.097
C 4.0102 2.5191 3.1725 -0.088
C 3.6966 2.2005 1.8619 -0.047
C 3.3148 0.9105 1.5231 -0.231
C 3.2462 -0.0570 2.5187 -0.042
C 3.5523 0.2618 3.8284 -0.082
H 3.4933 -0.4966 4.5956 0.101
H 2.9399 -1.0563 2.2502 0.113
C 2.9911 0.5391 0.1010 -0.160
N 1.7976 -0.2860 0.0336 -0.171
C 0.6097 0.4585 0.4059 -0.174
C -0.5830 -0.4777 0.5529 -0.074
H -0.3815 -1.2097 1.3357 0.133
H -1.4622 0.1076 0.8240 0.123
C -0.8462 -1.2367 -0.7631 -0.488
N -1.3350 -0.3065 -1.7596 0.119
C -2.6885 -0.1397 -1.9520 -0.200
C -3.1655 0.7595 -2.9069 -0.027
C -4.5205 0.9811 -3.0383 -0.099
C -5.4233 0.3071 -2.2300 -0.104
C -4.9589 -0.6133 -1.3076 -0.046
C -3.6017 -0.8461 -1.1627 -0.138
C -3.0660 -1.8908 -0.2233 -0.141
H -3.0887 -1.5326 0.8188 0.127
O -1.7601 -2.3025 -0.5789 -0.055
H -3.6716 -2.7995 -0.2795 0.136
H -5.6543 -1.1682 -0.6938 0.113
H -6.4828 0.4863 -2.3308 0.096
H -4.8773 1.6842 -3.7768 0.100
H -2.4595 1.2816 -3.5373 0.108
H -0.7466 -0.1402 -2.5596 0.132
C 0.4621 -1.8886 -1.2223 -0.071
C 1.6181 -0.8957 -1.2664 -0.189
H 1.4362 -0.1319 -2.0482 0.122
H 2.5347 -1.4299 -1.5307 0.124
H 0.6918 -2.6803 -0.5100 0.131
H 0.3106 -2.3453 -2.2017 0.128
H 0.3720 1.2359 -0.3441 0.130
H 0.8021 0.9534 1.3606 0.124
H 3.8229 -0.0483 -0.3041 0.130
H 2.8954 1.4528 -0.5144 0.127
H 3.7507 2.9618 1.0960 0.108
H 4.3076 3.5268 3.4238 0.100
H 4.1794 1.8004 5.1812 0.099

---

Most stable to least stable, the ends of the list are #A and #B.

---

#A
4
Properties=species:S:1:pos:R:3:lowdin_charge:R:1 method="wB97M-V/def2-TZVPD" molar_mass_g_mol=118.6 lumo_energy_ev=-1.787 homo_ev=-7.9278 gap_ha=0.226 charge=0
F -1.1477 -1.1036 0.3544 -0.631
S 1.0227 0.9231 0.0830 -0.031
S 1.2088 -0.8335 -0.5895 0.051
Cl -1.4927 0.4999 0.2891 0.611

---

#B
4
Properties=species:S:1:pos:R:3:lowdin_charge:R:1 method="wB97M-V/def2-TZVPD" molar_mass_g_mol=118.6 lumo_energy_ev=-5.954 homo_ev=-10.1816 gap_ha=0.155 charge=0
F 2.3292 1.4844 0.1880 -0.424
S -0.6853 -0.9979 0.3983 0.164
S -3.1700 0.3467 -0.2096 0.012
Cl 1.5261 -0.8333 -0.3767 0.248

---

Most stable to least stable, the ends of the list are #A and #B.

---

#A
6
Properties=species:S:1:pos:R:3:lowdin_charge:R:1 method="wB97M-V/def2-TZVPD" molar_mass_g_mol=71.0 lumo_energy_ev=0.179 homo_ev=-11.6963 gap_ha=0.436 smiles=c1nnon1 charge=0
C -0.1006 -0.3482 -1.0473 -0.115
H -0.0950 -0.7606 -1.9951 0.076
N -1.1357 -0.4268 -0.0374 0.054
N -0.5860 0.0854 0.9952 0.035
N 1.0289 0.1752 -0.5319 0.049
O 0.6936 0.5017 0.6621 -0.101

---

#B
6
Properties=species:S:1:pos:R:3:lowdin_charge:R:1 method="wB97M-V/def2-TZVPD" molar_mass_g_mol=71.0 lumo_energy_ev=-0.370 homo_ev=-10.5601 gap_ha=0.374 smiles="N=C=NN=O" charge=0
O -1.6130 0.4424 -0.5753 -0.003
N 0.8873 1.0225 0.3476 0.207
C 0.4876 -0.1110 0.1912 -0.364
N -0.1176 -1.1647 -0.0623 0.061
N -1.4309 -0.7285 -0.5451 -0.028
H 1.7865 0.5392 0.6440 0.127

---

Most stable to least stable, the ends of the list are #A and #B.

---

#A
25
Properties=species:S:1:pos:R:3:lowdin_charge:R:1 method="wB97M-V/def2-TZVPD" molar_mass_g_mol=176.2 lumo_energy_ev="-0.470 / -0.470" homo_ev="-7.6018 / -7.6025" gap_ha="0.262 / 0.262" charge=0
C 1.6685 -1.4994 -0.7375 -0.337
C -2.8690 -0.3952 0.0793 -0.233
C 0.7283 0.9152 1.7932 -0.255
C 0.7248 -0.5563 -0.8917 -0.272
C -1.6124 0.1986 -0.2869 -0.316
C 2.0694 0.4198 2.0165 -0.039
C 1.2568 0.7775 -1.3779 -0.072
C -1.7998 1.5621 -0.8910 -0.047
C -0.8783 -2.0701 0.0859 0.032
N 2.5756 -2.1854 -0.6130 0.162
N -3.9082 -0.6160 0.5074 0.185
N -0.3349 1.2239 1.5743 0.184
N -0.6333 -0.6974 -0.4328 -0.038
H 1.9188 0.0135 3.0093 0.091
H 2.8218 1.1053 1.6920 0.082
H 2.3686 -0.4335 1.3245 0.083
H 1.1709 1.6684 -0.7427 0.063
H 0.8258 1.0936 -2.3258 0.073
H 2.3587 0.7497 -1.3278 0.093
H -2.6585 1.6594 -1.6030 0.096
H -0.8037 1.9228 -1.3909 0.084
H -1.9986 2.2312 0.0557 0.111
H -1.9988 -2.2128 -0.0561 0.110
H -0.4003 -2.7354 -0.5356 0.071
H -0.5923 -2.1396 1.0746 0.089

---

#B
25
Properties=species:S:1:pos:R:3:lowdin_charge:R:1 method="wB97M-V/def2-TZVPD" molar_mass_g_mol=176.2 lumo_energy_ev=0.644 homo_ev=-8.8897 gap_ha=0.350 smiles=c1cn(CCCn2ccnc2)cn1 charge=0
C -0.1837 -1.0586 1.8385 -0.148
C 1.0237 -1.0045 0.8569 -0.135
C 0.9429 -0.6485 -1.6671 -0.073
C 0.5646 -1.4836 -2.6630 -0.170
C 0.4613 -2.6938 -0.9493 -0.206
C -1.2847 -0.1649 1.2705 -0.143
C -0.6118 2.3029 1.8442 -0.089
C -0.2349 3.3250 1.0525 -0.179
C -0.6397 1.7497 -0.2851 -0.208
H -0.6116 -2.0660 1.8880 0.107
H 0.0383 -0.7658 2.8976 0.126
H 1.8506 -1.5826 1.3317 0.128
H 1.3664 0.0526 0.7252 0.128
H 1.2772 0.3565 -1.6105 0.100
H 0.4020 -1.2402 -3.7286 0.106
H 0.2359 -3.4990 -0.2870 0.119
H -1.6546 -0.6096 0.3450 0.122
H -2.1278 -0.0695 1.9397 0.117
H -0.7151 2.2858 2.9437 0.122
H 0.2135 4.2928 1.2819 0.099
H -0.9399 1.1279 -1.1659 0.133
N 0.7880 -1.4577 -0.5170 -0.086
N 0.3053 -2.7744 -2.2394 0.060
N -0.8030 1.2126 0.9945 -0.084
N -0.2275 2.9874 -0.2881 0.057

---

#C
25
Properties=species:S:1:pos:R:3:lowdin_charge:R:1 method="wB97M-V/def2-TZVPD" molar_mass_g_mol=176.2 lumo_energy_ev=-1.531 homo_ev=-8.8250 gap_ha=0.268 smiles="C[C@H]1N=c2cncnc2=NC1(C)C" charge=0
C 0.4581 0.7276 -3.1564 -0.050
C 2.1417 -0.8749 -3.1130 -0.171
C 0.0438 0.4229 -1.7628 -0.219
C 1.0130 -0.6620 -1.0934 -0.268
C -1.2433 0.1801 0.3458 -0.227
C 0.0695 -0.2311 1.0012 -0.555
C -2.2705 1.0077 1.0557 -0.078
C 0.6353 0.9238 1.9024 -0.021
C 0.0220 -1.4857 2.0269 -0.007
N 1.3780 0.0310 -3.7186 0.069
N 1.8307 -1.3727 -1.9043 0.137
N -0.7749 1.0755 -1.0531 0.180
N 1.0441 -0.7300 0.1738 0.120
H -0.4590 1.1314 -3.6088 0.123
H 2.8186 -1.4864 -3.7337 0.118
H -1.7716 -0.7084 -0.0773 0.143
H -2.3358 0.6536 2.1827 0.124
H -3.2959 0.9012 0.7068 0.073
H -1.9645 2.0095 0.9526 0.053
H 1.6741 0.6455 2.0811 0.087
H 0.0704 1.1370 2.8007 0.080
H 0.7217 1.8353 1.4230 0.050
H -0.3508 -2.3907 1.5764 0.066
H -0.6078 -1.2378 2.8956 0.076
H 1.1531 -1.5025 2.0969 0.098

---

Most stable to least stable, the ends of the list are #B and #A.

---

#A
21
Properties=species:S:1:pos:R:3:lowdin_charge:R:1 method="wB97M-V/def2-TZVPD" molar_mass_g_mol=239.1 lumo_energy_ev=-3.941 homo_ev=-13.2392 gap_ha=0.342 smiles="CC[C@]1(I)CN(C)C=[NH+]1" charge=+1
C -1.2399 0.7708 -1.0691 -0.028
C -0.4362 -0.1346 0.8494 -0.147
C 0.6318 0.8760 0.3356 -0.712
C 2.1338 -0.9748 -0.6682 -0.067
C -2.6526 -0.8594 0.2919 0.016
C 2.0094 0.2971 0.2576 -0.266
N -1.5423 -0.0262 -0.0686 -0.112
N -0.0315 1.3140 -0.9696 0.087
I 0.6710 2.6890 1.6706 0.846
H -2.0894 1.0942 -1.5904 0.165
H 0.0752 -1.1411 0.6636 0.146
H -0.6853 -0.1119 1.8235 0.086
H 1.4358 -1.7156 -0.4281 0.040
H 3.0622 -1.4192 -0.6574 0.058
H 1.8664 -0.7445 -1.6799 0.074
H -2.1472 -1.7016 0.8386 0.122
H -3.0967 -0.3542 1.2118 0.135
H -3.4188 -1.0254 -0.4094 0.092
H 2.7727 1.0292 -0.1413 0.121
H 2.5153 -0.0053 1.2971 0.166
H 0.1663 2.1433 -1.5577 0.177

---

#B
21
Properties=species:S:1:pos:R:3:lowdin_charge:R:1 method="wB97M-V/def2-TZVPD" molar_mass_g_mol=239.1 lumo_energy_ev=-3.572 homo_ev=-12.5812 gap_ha=0.331 charge=+1
C -1.7995 -0.4495 -0.8852 -0.023
C -1.6944 -0.2411 0.4934 -0.004
C 0.2307 0.0979 -0.3911 -0.074
C -0.0644 -0.4029 -2.7606 0.038
C 0.2311 0.7283 1.8926 -0.040
C 0.1292 -3.0092 0.5200 -0.534
N -0.5916 -0.2936 -1.4118 -0.094
N -0.4452 0.1925 0.8302 -0.095
I 2.1502 -2.4270 0.8420 0.774
H -2.4531 -1.0579 -1.5352 0.163
H -2.5514 -0.2473 1.1818 0.153
H -0.2321 -2.1661 0.1413 -0.147
H 1.1083 0.6968 -0.6408 0.169
H -0.2975 0.4063 -3.3873 0.098
H 0.9878 -0.6018 -2.8265 0.110
H -0.4153 -1.2835 -3.1909 0.087
H 0.1758 -0.0855 2.5971 0.106
H 1.3047 0.8419 1.6995 0.108
H -0.1623 1.6305 2.3243 0.116
H 0.2001 -3.6058 -0.4895 0.048
H -0.0849 -3.8335 1.2526 0.042

---

#C
21
Properties=species:S:1:pos:R:3:lowdin_charge:R:1 method="wB97M-V/def2-TZVPD" molar_mass_g_mol=239.1 lumo_energy_ev="-3.871 / -5.218" homo_ev="-12.0527 / -11.6460" gap_ha="0.301 / 0.236" charge=+1
C 1.6130 -0.1816 -0.8046 0.008
C 0.9495 1.0071 -0.7214 -0.025
C 0.0578 -0.3984 0.8216 -0.153
C 1.3730 -2.4494 0.1971 -0.002
C -0.5845 2.0061 0.9420 -0.026
C -2.1733 0.5995 -1.1827 -0.556
N 1.1148 -1.0442 0.1022 -0.113
N -0.0785 0.8885 0.1799 -0.159
I -3.0829 -1.0972 -0.4789 0.942
H 2.4293 -0.4464 -1.4472 0.146
H 1.1261 1.9146 -1.2611 0.140
H -0.8911 -0.9924 0.7737 0.014
H 0.2962 -0.2947 1.8926 0.167
H 0.6450 -3.0192 -0.3901 0.108
H 2.3714 -2.6627 -0.1784 0.107
H 1.3054 -2.7734 1.2346 0.107
H -1.5525 1.7580 1.3728 0.102
H 0.1031 2.2616 1.7550 0.112
H -0.6896 2.8743 0.2953 0.107
H -2.6538 1.5377 -0.9644 -0.016
H -1.6783 0.5122 -2.1379 -0.010

---

Most stable to least stable, the ends of the list are #A and #C.

---

#A
9
Properties=species:S:1:pos:R:3:lowdin_charge:R:1 method="wB97M-V/def2-TZVPD" molar_mass_g_mol=81.1 lumo_energy_ev="-3.151 / -3.159" homo_ev="-9.4869 / -9.4772" gap_ha="0.233 / 0.232" charge=0
C -1.3436 0.1761 -0.2524 -0.021
C 1.0258 0.8007 -0.4568 -0.085
C -0.8298 0.5009 -1.4043 0.034
C -0.0663 0.2907 0.2611 0.103
N 0.3297 1.1004 -1.5700 0.086
O 0.1233 -1.9461 1.7358 -0.163
H -2.1928 -0.1899 0.1052 0.078
H 2.0692 0.7345 -0.1832 0.122
H 0.8845 -1.4673 1.7646 -0.155

---

#B
9
Properties=species:S:1:pos:R:3:lowdin_charge:R:1 method="wB97M-V/def2-TZVPD" molar_mass_g_mol=81.1 lumo_energy_ev=-1.395 homo_ev=-10.0115 gap_ha=0.317 smiles="O=C1C=CN=C1" charge=0
C 1.0296 -0.0974 0.0876 -0.365
C 0.0586 1.0698 -0.0012 0.014
C -1.1186 0.4725 -0.0287 -0.133
C 0.1408 -1.2500 0.0322 -0.091
H 0.3172 2.0789 -0.0048 0.091
H -2.0727 1.0167 0.0445 0.118
H 0.5006 -2.2862 -0.0348 0.134
N -1.0831 -0.9356 -0.0394 0.095
O 2.2276 -0.0687 -0.0555 0.137

---

#C
9
Properties=species:S:1:pos:R:3:lowdin_charge:R:1 method="wB97M-V/def2-TZVPD" molar_mass_g_mol=81.1 lumo_energy_ev="-0.181 / -0.181" homo_ev="-8.7073 / -8.7083" gap_ha="0.313 / 0.313" charge=0
O 0.5052 0.9017 -1.3787 0.027
C 0.0867 0.3827 -0.1717 -0.354
C -0.1033 -1.0398 -0.0971 -0.069
C -0.2409 -2.2407 -0.0843 0.143
C -0.0268 1.2113 0.9824 -0.311
N -0.2165 1.8864 1.9339 0.153
H 1.4740 0.9187 -1.4384 0.123
H -1.0949 1.2831 0.3246 0.252
H -0.3837 -3.3033 -0.0707 0.038

---

Most stable to least stable, the ends of the list are #B and #A.